148
Properties=species:S:1:pos:R:3 method="wB97M-V/def2-TZVPD" smiles="CB(O)C1=C(OC(=O)c2ccccc2)C(=O)c2c(CC(=O)F)c(C(=O)NC(=O)F)cc(CCCCN(C)C(C)=O)c2C1=O.C1CCOC1.C1CCOC1.C1CCOC1.C1CCOC1.C1CCOC1.C1CCOC1" e_homo_ev=-8.874 total_charge=0 total_energy_ha=-3527.031026 multiplicity=1 gap_ha=0.2920 lumo_ev=-0.9
C 0.42459 -4.58665 0.65350
B -0.30894 -3.36587 -0.12056
O -0.88457 -3.49337 -1.40424
C -0.37770 -1.96702 0.72281
C 0.76294 -1.22787 0.91666
O 1.92113 -1.72775 0.31293
C 3.12750 -1.22090 0.85560
O 3.53250 -1.54963 1.92855
C 3.93036 -0.23736 -0.07359
C 4.85926 -0.84476 -1.06303
C 5.61437 0.01590 -1.97629
C 5.38278 1.47533 -1.85965
C 4.46205 2.07189 -0.88830
C 3.70421 1.20000 0.05102
C 0.61286 0.06319 1.75365
O 1.38077 0.50818 2.57959
C -0.73959 0.85313 1.54630
C -0.84811 2.30875 1.62003
C 0.39121 3.21916 1.87622
C 1.10964 3.53449 0.49883
O 0.81661 3.02910 -0.52409
F 2.11861 4.50863 0.57238
C -2.19547 2.92743 1.43719
C -2.44544 4.47960 1.50935
O -2.96292 5.01105 0.56502
N -2.12375 5.27934 2.69007
C -1.42002 6.48053 2.34783
O -1.89718 7.41355 1.80175
F -0.07543 6.59166 2.71570
C -3.40837 2.12398 1.15384
C -3.29907 0.64175 1.07895
C -4.60913 -0.15862 0.77144
C -4.89011 -0.06256 -0.80076
C -5.61047 1.30867 -1.20437
C -4.66671 2.25728 -2.06652
N -4.57848 3.64901 -1.54048
C -5.89969 4.31058 -1.47008
C -3.67011 4.33836 -2.46016
C -4.13364 5.27451 -3.62637
O -2.48208 4.17107 -2.26951
C -1.97832 0.05375 1.29778
C -1.77361 -1.50988 1.28155
O -2.59027 -2.30213 1.68923
H 0.47279 -5.52424 0.04118
H 1.44527 -4.22908 0.99365
H -0.14822 -4.77283 1.61594
H -0.22500 -3.27594 -2.09060
H 4.97492 -1.96175 -1.11020
H 6.34358 -0.39144 -2.71965
H 5.94877 2.18292 -2.53065
H 4.30129 3.17462 -0.83767
H 2.98609 1.61528 0.79357
H 0.02491 4.22577 2.23696
H 1.09776 2.85095 2.66048
H -1.55704 4.76443 3.37234
H -4.40128 2.62742 1.01897
H -4.61485 -1.20750 1.15379
H -5.45310 0.41631 1.25716
H -3.96464 -0.16746 -1.42471
H -5.59746 -0.89080 -1.11079
H -6.51200 1.10820 -1.85260
H -6.00939 1.83957 -0.28945
H -3.63124 1.82058 -2.01930
H -4.99886 2.33491 -3.14904
H -5.74303 5.41524 -1.29981
H -6.52575 3.95933 -0.59852
H -6.46519 4.17933 -2.44066
H -4.10602 6.35782 -3.30002
H -5.19326 5.05126 -3.92436
H -3.49324 5.17604 -4.54740
C -10.51044 1.71190 0.32786
C -10.96608 1.00399 -0.93311
C -9.92061 1.45043 -1.93890
O -8.70542 1.66221 -1.20689
C -8.99985 1.64576 0.19617
H -10.87781 1.25368 1.24652
H -10.84226 2.75430 0.30911
H -10.90979 -0.07936 -0.79120
H -11.98290 1.25536 -1.23593
H -10.19996 2.39964 -2.40833
H -9.75099 0.71092 -2.72400
H -8.60582 0.71123 0.61124
H -8.49808 2.48309 0.68629
C -2.11029 -2.99449 -6.48544
C -1.14207 -1.83000 -6.42698
C -0.22755 -2.23935 -5.28749
O -0.18160 -3.67339 -5.28575
C -1.20827 -4.16917 -6.15592
H -2.61275 -3.10057 -7.44743
H -2.87469 -2.88119 -5.71084
H -0.57373 -1.77252 -7.36008
H -1.62328 -0.86565 -6.26139
H -0.62828 -1.91468 -4.32051
H 0.78279 -1.84050 -5.39705
H -0.72401 -4.56198 -7.05653
H -1.74261 -4.98424 -5.66456
C -4.76094 7.07285 5.93874
C -5.51095 6.18978 6.91765
C -5.50202 4.85021 6.20234
O -4.30052 4.80666 5.42168
C -3.71927 6.11608 5.38973
H -4.32433 7.96232 6.39384
H -5.43314 7.39368 5.13742
H -4.95163 6.11663 7.85514
H -6.51660 6.54308 7.14779
H -6.35181 4.75927 5.51725
H -5.52066 4.00518 6.89331
H -2.82302 6.10087 6.02137
H -3.42242 6.36026 4.37089
C 5.53574 -4.53112 4.63413
C 6.99083 -4.83662 4.33385
C 6.90737 -5.41622 2.93342
O 5.78847 -4.78940 2.29180
C 5.02281 -4.08197 3.27769
H 5.39552 -3.77958 5.41187
H 5.02109 -5.44552 4.94503
H 7.56968 -3.90797 4.32062
H 7.45453 -5.51695 5.04908
H 6.71916 -6.49407 2.96079
H 7.81313 -5.23550 2.35005
H 5.18764 -3.01159 3.12590
H 3.96090 -4.29301 3.13874
C 9.48039 2.02942 -5.29091
C 9.56696 3.34224 -4.53809
C 8.12232 3.56711 -4.13117
O 7.53213 2.26992 -3.96186
C 8.42351 1.28234 -4.49842
H 10.42755 1.49238 -5.34845
H 9.12624 2.20862 -6.31044
H 10.19108 3.21874 -3.64810
H 9.97518 4.16240 -5.12923
H 7.56483 4.08986 -4.91532
H 8.03178 4.13460 -3.20275
H 8.86841 0.73926 -3.65734
H 7.86095 0.57505 -5.11099
C 6.94704 -11.34134 2.11699
C 7.03692 -10.41566 0.91983
C 6.60975 -9.08728 1.51728
O 7.01297 -9.10346 2.89374
C 7.40260 -10.43671 3.24763
H 7.55357 -12.24270 2.02248
H 5.90750 -11.64363 2.27549
H 8.07364 -10.35459 0.57534
H 6.41587 -10.72325 0.07799
H 5.52151 -8.96893 1.48730
H 7.06608 -8.23392 1.01198
H 8.49297 -10.45136 3.35271
H 6.95708 -10.70637 4.20702

18
Properties=species:S:1:pos:R:3 method="wB97M-V/def2-TZVPD" e_homo_ev=-13.245 total_charge=+1 total_energy_ha=-2971.061800 multiplicity=1 de_lowest_ev=0.040 gap_ha=0.3571 lumo_ev=-3.5
C -1.07128 1.53801 -0.09145
C 0.79052 -0.46321 -0.25172
C 1.70178 -2.65911 0.39922
C -1.04856 0.27609 -0.88462
N -1.80955 1.86332 0.94169
N 0.72037 -1.72068 -0.00321
N -0.21876 2.45706 -0.52990
O 1.59384 0.42588 -0.27488
Br -2.31187 -0.99391 -0.33315
H 1.66565 -3.57467 -0.24279
H 2.69906 -2.25345 0.21236
H 1.60022 -2.93499 1.39478
H -0.89213 0.52610 -1.86530
H -2.36681 1.29585 1.57412
H -1.44848 2.74759 1.32118
H -0.21172 -1.99980 -0.26285
H 0.63468 2.17759 -1.22005
H -0.02696 3.29233 0.11658

15
Properties=species:S:1:pos:R:3 method="wB97M-V/def2-TZVPD" e_homo_ev=-8.786 total_charge=0 total_energy_ha=-358.673661 multiplicity=1 de_lowest_ev=9.380 gap_ha=0.3484 lumo_ev=0.7
C -0.16869 0.20784 0.44299
C -0.80522 -1.08436 -0.00876
C -1.81153 -1.89823 -0.29374
C 0.42482 0.37351 -1.96763
C 0.99721 1.81467 -1.34504
H 0.18692 -1.76364 2.40747
H 1.01447 -0.64535 3.40834
H -2.34205 -2.72882 -0.32767
H 0.83337 -0.58981 -1.67460
H 0.01946 0.21406 -3.08359
H 0.77199 2.94326 -1.70147
H 1.87068 1.59429 -0.71455
N 0.77377 -0.77184 2.26786
N 0.43130 0.36655 1.47083
N -0.37284 1.04750 -0.77881

24
Properties=species:S:1:pos:R:3 method="wB97M-V/def2-TZVPD" e_homo_ev=-15.685 total_charge=+2 total_energy_ha=-2590.103396 multiplicity=1 gap_ha=0.2158 lumo_ev=-9.8
C 2.77549 -0.07813 0.22429
C 1.51452 -0.59164 0.92978
N 0.43388 0.40777 0.90644
C -0.58180 0.24116 -0.10768
C 0.05216 -0.14516 -1.32999
N 0.63751 -0.56609 -2.24042
B -1.26468 1.71687 -0.38153
O -1.05589 2.32213 -1.58544
O -1.99300 2.33388 0.56617
C -1.72125 -0.76432 0.20722
S -1.29512 -2.54251 0.07795
Cl -3.03697 -0.41694 -0.99496
C -2.24207 -0.51693 1.51295
N -2.60906 -0.43672 2.60436
H 3.68551 -0.37645 0.70900
H 2.77003 -0.35928 -0.84800
H 2.75836 0.99439 0.23337
H 1.19624 -1.55388 0.55974
H 1.77693 -0.74355 1.95980
H 0.03277 0.55671 1.81807
H -1.47842 1.87829 -2.32097
H -1.53776 2.38684 1.40832
H -1.91833 -2.84499 -1.06840
Yb 2.95323 -1.04772 -2.97791